DFT (the ωB97M-V functional and the def2-TZVPD basis) results for a molecular structure, C11H26GdN6O7 at a distorted geometry.

Geometry as XYZ:
```
51
C11H26GdN6O7 (the ωB97M-V functional and the def2-TZVPD basis)
O -2.929 -4.334 -1.077
H -2.882 -5.006 -1.781
Gd 0.364 -0.592 0.175
N 0.912 -0.108 2.256
N -1.545 -0.809 1.101
N 2.242 0.104 -0.626
N -0.053 -0.844 -1.848
O 2.139 0.149 2.582
O 3.332 0.622 0.088
O -1.302 -1.273 -2.309
O -2.550 -0.808 0.304
C -1.479 -0.441 2.388
C -0.197 -0.072 2.991
C 2.141 0.144 -1.971
C 0.911 -0.300 -2.598
C 0.006 0.329 4.380
H 0.478 1.319 4.402
H 0.696 -0.380 4.858
H -0.907 0.367 4.961
C -2.779 -0.473 3.054
H -3.233 -1.463 2.895
H -3.448 0.270 2.594
H -2.723 -0.284 4.115
C 3.277 0.637 -2.744
C 0.692 -0.246 -4.042
H 4.233 0.567 -2.209
H 3.118 1.687 -3.019
H 3.364 0.048 -3.657
H -0.366 -0.228 -4.327
H 1.153 -1.122 -4.516
H 1.161 0.651 -4.434
H 3.057 0.506 1.058
H -1.728 -1.715 -1.527
C -1.592 -4.296 -0.526
H -1.597 -3.786 0.459
H -0.867 -3.862 -1.253
H -1.280 -5.332 -0.342
O 1.816 -2.380 0.777
H 2.157 -1.752 0.073
H 1.570 -1.834 1.573
C 0.838 4.104 -0.883
N -0.474 3.813 -0.326
C -0.864 2.592 0.064
N -2.089 2.400 0.614
O -0.063 1.629 -0.086
H 1.349 4.822 -0.239
H 0.716 4.545 -1.873
H 1.457 3.209 -0.968
H -1.120 4.576 -0.199
H -2.403 1.470 0.893
H -2.707 3.182 0.725
```

Computed properties:
Max |F| = 5.2 eV Å⁻¹
Total charge = +1
Energy relative to the best compared isomer or geometry (same formula, charge and spin) = 0.000 eV
HOMO level (alpha / beta) = -10.4 / -10.4 eV
E = -55922.4477 eV
M = 511.61 g mol⁻¹
2S+1 = 8
Gap between HOMO and LUMO (alpha / beta) = 0.2071 / 0.2057 Eh